{"formula": "C20H31NO6", "method": "the ωB97M-V functional and the def2-TZVPD basis", "e_lumo_ev": -0.58, "multiplicity": 1, "e_above_lowest_kj_mol": 1256.0, "smiles": "CC(C)(C)CC(C)(C)c1ccc(OCCOCCC(=O)OCON=O)cc1", "e_tot_ev": -35006.757, "symbols": ["O", "O", "O", "O", "O", "O", "N", "C", "C", "C", "C", "C", "C", "C", "C", "C", "C", "C", "C", "C", "C", "C", "C", "C", "C", "C", "C", "H", "H", "H", "H", "H", "H", "H", "H", "H", "H", "H", "H", "H", "H", "H", "H", "H", "H", "H", "H", "H", "H", "H", "H", "H", "H", "H", "H", "H", "H", "H"], "coordinates": [[1.098, 2.543, -3.303], [-1.422, 0.844, -4.550], [2.977, -4.352, 0.122], [4.175, -2.850, -0.766], [4.423, -0.083, -2.975], [4.196, -0.425, -0.694], [3.229, -3.845, -0.926], [-0.433, -2.225, 1.546], [-1.238, 0.446, -3.195], [2.352, 1.850, -3.448], [0.399, 0.284, 2.027], [-0.187, 1.303, -5.156], [-0.368, -0.744, -2.710], [-0.956, -0.299, -0.077], [2.829, 1.497, -1.932], [-3.668, -0.403, 4.370], [-1.211, -1.112, 4.685], [-0.802, -0.642, 1.507], [-1.961, 1.282, -2.104], [3.399, -1.619, -0.584], [-2.150, -0.136, 3.819], [-2.208, -0.451, 2.249], [3.863, 0.289, -1.911], [-1.880, 1.440, 4.157], [0.388, 2.671, -4.555], [-1.799, 0.906, -0.614], [-0.227, -1.136, -1.193], [-0.799, 1.624, 4.470], [1.380, -0.255, 1.725], [1.894, 1.137, -1.352], [-4.358, 0.021, 3.544], [-3.899, 0.199, 5.310], [0.544, 0.428, -5.158], [-0.431, 1.514, -6.267], [-0.177, -1.303, 4.246], [-3.914, -1.518, 4.449], [-1.217, -0.744, 5.764], [0.706, -2.351, 1.377], [-2.902, 0.333, 1.779], [-1.743, -2.141, 4.699], [-1.023, -2.827, 0.754], [2.568, -1.641, -1.382], [0.450, 1.305, 1.489], [-0.661, -2.719, 2.548], [-2.775, -1.457, 2.141], [2.942, -1.673, 0.469], [3.195, 2.449, -1.418], [0.449, -2.018, -0.962], [-2.554, 1.830, 4.990], [-2.344, 1.548, 0.158], [0.457, 0.427, 3.154], [-2.126, 2.046, 3.201], [1.015, 3.238, -5.346], [-2.635, 2.179, -2.349], [3.180, 2.457, -3.957], [-0.512, 3.364, -4.343], [2.290, 0.846, -3.989], [0.180, -1.335, -3.533]]}